1.
Computed, not measured: a molecular structure, C21H27FeN3O5S2, with ωB97M-V/def2-TZVPD.

Summary:
LUMO level (alpha / beta) ... -2.562 / -4.584 eV
ΔE to the lowest compared entry with this formula, charge and spin ... 0.00 kJ/mol
Largest force on an atom ... 0.8 eV Å⁻¹
Total energy ... -92975.9872 eV
HOMO-LUMO gap (alpha / beta) ... 8.89 / 6.76 eV

```
! wB97M-V def2-TZVPD RIJCOSX def2/J DEFGRID3
* xyz 1 6
Fe -0.210 -0.212 1.156
C -2.811 -0.731 2.650
C -2.761 -1.814 1.786
C -1.744 -2.757 1.907
C -0.796 -2.637 2.914
C -0.880 -1.580 3.819
C -1.872 -0.620 3.676
H -3.591 0.011 2.549
H -3.492 -1.908 0.995
H -1.689 -3.578 1.205
H -0.006 -3.369 3.011
H -0.159 -1.495 4.620
H -1.923 0.210 4.370
O 1.483 -1.143 0.993
N 2.634 -0.563 1.335
C 3.747 -0.952 0.673
C 4.960 -0.419 0.994
C 5.019 0.540 2.014
C 3.873 0.925 2.657
C 2.627 0.375 2.311
S 1.135 0.763 3.019
H 3.574 -1.695 -0.090
H 5.843 -0.737 0.462
H 5.967 0.980 2.291
H 3.888 1.667 3.443
C -1.013 3.628 -0.376
S -0.220 2.846 1.016
C -0.796 3.918 2.323
O -1.075 1.575 1.225
H -2.066 3.803 -0.165
H -0.886 2.958 -1.225
H -0.486 4.561 -0.572
H -0.371 4.908 2.159
H -0.421 3.505 3.256
H -1.883 3.949 2.309
C -2.714 0.837 -2.802
C -2.315 -0.613 -3.044
C -0.826 -0.903 -2.758
C -0.524 -2.403 -2.952
C 0.915 -2.778 -2.620
C 0.019 -0.107 -3.745
O -0.067 -0.272 -4.934
N 0.893 0.826 -3.217
C 1.070 1.141 -1.878
O 1.812 2.029 -1.530
N 0.334 0.394 -0.972
C -0.519 -0.521 -1.344
O -1.119 -1.117 -0.381
H -3.759 0.992 -3.065
H -2.120 1.524 -3.411
H -2.595 1.113 -1.750
H -2.494 -0.892 -4.083
H -2.906 -1.280 -2.414
H -0.753 -2.638 -3.992
H -1.219 -2.963 -2.324
H 1.624 -2.224 -3.239
H 1.083 -3.838 -2.803
H 1.147 -2.582 -1.570
H 1.434 1.365 -3.880
*
```

=====

2.
Computed, not measured: a molecular structure, C21H27IN6O3PbS, with ωB97M-V/def2-TZVPD.

Summary:
LUMO level ... 0.246 eV
ΔE to the lowest compared entry with this formula, charge and spin ... 0.00 kJ/mol
Largest force on an atom ... 0.7 eV Å⁻¹
Total energy ... -61481.3306 eV
HOMO-LUMO gap ... 7.69 eV

```
! wB97M-V def2-TZVPD RIJCOSX def2/J DEFGRID3
* xyz 0 1
Pb 0.479 -0.298 0.537
N -2.090 2.094 -1.216
N -1.796 2.312 -2.565
C -1.216 1.344 -3.310
N -0.967 1.727 -4.590
S -0.761 -0.144 -2.705
H -2.888 2.655 -0.957
H -1.291 2.321 -0.627
H -1.739 3.263 -2.895
H -1.508 2.465 -5.010
H -0.610 1.011 -5.198
N 2.913 -1.463 1.376
N 2.388 -2.267 2.393
C 1.327 -1.792 3.185
O 1.111 -2.364 4.248
O 0.700 -0.765 2.725
H 3.059 -2.010 0.535
H 3.766 -0.995 1.657
H 3.014 -2.878 2.894
I 2.711 1.710 -0.615
C 1.936 3.257 0.550
C 2.671 4.403 0.568
C 2.196 5.529 1.279
C 1.000 5.456 1.921
C 0.226 4.265 1.906
C -1.018 4.232 2.586
C -1.763 3.096 2.600
C -1.288 1.934 1.944
C -0.096 1.888 1.263
C 0.685 3.095 1.225
H 3.611 4.459 0.037
H 2.785 6.437 1.300
H 0.615 6.313 2.463
H -1.355 5.127 3.098
H -2.709 3.068 3.129
H -1.895 1.037 2.017
C 2.492 -3.744 -3.450
C 1.436 -4.562 -2.679
C 0.832 -3.532 -1.739
O 1.928 -2.687 -1.398
C 2.623 -2.450 -2.623
H 2.165 -3.519 -4.465
H 3.438 -4.280 -3.518
H 1.912 -5.351 -2.097
H 0.694 -5.019 -3.332
H 0.422 -3.942 -0.818
H 0.057 -2.947 -2.248
H 3.652 -2.187 -2.378
H 2.158 -1.607 -3.146
C -4.231 -2.820 1.670
C -3.156 -2.852 2.542
C -2.052 -2.061 2.270
N -1.987 -1.270 1.191
C -3.029 -1.239 0.351
C -4.169 -1.998 0.555
H -5.109 -3.427 1.857
H -3.165 -3.472 3.429
H -1.194 -2.032 2.936
H -2.930 -0.582 -0.509
H -4.989 -1.941 -0.149
*
```

=====

3.
Computed, not measured: a single C21H27N3O3S molecule, with ωB97M-V/def2-TZVPD.

Summary:
LUMO level ... 0.430 eV
ΔE to the lowest compared entry with this formula, charge and spin ... 148.93 kJ/mol
Largest force on an atom ... 0.7 eV Å⁻¹
Total energy ... -43664.0642 eV
Structure (SMILES) ... COc1cc(NC(=S)NCCc2ccccc2)c(OC)cc1NC(=O)C(C)C
HOMO-LUMO gap ... 7.99 eV

```
! wB97M-V def2-TZVPD RIJCOSX def2/J DEFGRID3
* xyz 0 1
C 1.554 2.622 -2.136
H 0.639 2.846 -1.579
O 2.499 1.959 -1.333
C 2.172 0.719 -0.831
C 0.953 0.091 -1.020
C 0.707 -1.164 -0.467
C 1.723 -1.818 0.251
C 2.943 -1.190 0.436
C 3.174 0.077 -0.086
N 4.380 0.757 0.076
C 5.501 0.376 0.742
O 5.621 -0.673 1.339
C 6.625 1.407 0.676
C 6.206 2.719 1.339
H 5.862 2.539 2.354
H 5.407 3.210 0.785
H 7.054 3.399 1.380
C 7.081 1.629 -0.767
H 7.955 2.277 -0.782
H 7.348 0.682 -1.231
H 6.302 2.098 -1.365
H 7.456 0.977 1.243
H 4.386 1.655 -0.387
H 3.739 -1.657 0.988
O 1.409 -3.062 0.719
C 2.408 -3.785 1.401
H 2.719 -3.273 2.315
H 1.953 -4.741 1.656
H 3.282 -3.955 0.765
N -0.494 -1.847 -0.657
C -1.762 -1.373 -0.773
N -1.973 -0.053 -0.556
H -1.273 0.423 -0.002
C -3.306 0.498 -0.510
H -3.890 0.006 -1.291
C -3.994 0.278 0.847
C -5.405 0.784 0.795
C -5.736 2.040 1.284
C -7.035 2.509 1.200
C -8.018 1.727 0.619
C -7.696 0.474 0.123
C -6.398 0.007 0.210
H -6.146 -0.971 -0.174
H -8.460 -0.140 -0.330
H -9.033 2.092 0.553
H -7.281 3.487 1.589
H -4.972 2.654 1.742
H -3.430 0.791 1.630
H -3.991 -0.793 1.057
H -3.242 1.566 -0.732
S -2.966 -2.426 -1.190
H -0.420 -2.856 -0.623
H 0.191 0.543 -1.633
H 1.304 2.039 -3.028
H 2.027 3.555 -2.437
*
```

=====

4.
Computed, not measured: a single C21H27N3O3S molecule, with ωB97M-V/def2-TZVPD.

Summary:
LUMO level ... 0.577 eV
ΔE to the lowest compared entry with this formula, charge and spin ... 207.31 kJ/mol
Largest force on an atom ... 1.0 eV Å⁻¹
Total energy ... -43663.4591 eV
Structure (SMILES) ... CCOc1ccc([C@@H]2SCC(=O)Nc3c2c(=O)[nH]n3C2CCCCCC2)cc1
HOMO-LUMO gap ... 8.62 eV

```
! wB97M-V def2-TZVPD RIJCOSX def2/J DEFGRID3
* xyz 0 1
C -1.026 -4.777 -4.682
C -1.196 -5.320 -3.265
O -2.274 -4.718 -2.578
C -2.142 -3.461 -2.073
C -0.975 -2.704 -2.070
C -0.973 -1.443 -1.502
C -2.119 -0.909 -0.933
C -3.283 -1.665 -0.941
C -3.296 -2.923 -1.501
H -4.193 -3.521 -1.504
H -4.184 -1.269 -0.498
C -2.091 0.467 -0.325
C -0.987 0.569 0.674
C 0.068 1.421 0.831
N 0.479 2.524 0.106
C -0.253 3.464 -0.573
O 0.306 4.419 -1.059
C -1.725 3.196 -0.691
H -2.194 3.031 0.277
H -2.204 4.020 -1.217
S -1.947 1.685 -1.697
H 1.465 2.751 0.157
N 0.792 1.089 1.964
N 0.258 -0.115 2.409
C -0.911 -0.420 1.741
O -1.654 -1.331 2.042
H 0.467 -0.431 3.342
C 2.224 1.311 2.117
C 3.035 0.417 1.165
C 4.320 1.066 0.645
C 5.108 1.876 1.680
C 5.132 1.276 3.088
C 3.951 1.722 3.952
H 4.162 1.469 4.993
C 2.613 1.086 3.582
H 1.838 1.518 4.221
H 2.664 0.013 3.783
H 3.863 2.810 3.893
H 5.169 0.188 3.034
H 6.045 1.607 3.586
H 4.708 2.890 1.743
H 6.132 1.968 1.313
H 4.082 1.726 -0.193
H 4.956 0.270 0.253
H 3.271 -0.517 1.677
H 2.411 0.153 0.306
H 2.392 2.367 1.883
H -3.053 0.664 0.163
H -0.062 -0.862 -1.511
H -0.059 -3.080 -2.497
H -0.266 -5.219 -2.693
H -1.460 -6.381 -3.306
H -1.945 -4.921 -5.243
H -0.218 -5.304 -5.183
H -0.799 -3.714 -4.665
*
```